# 1
DFT (ωB97M-V/def2-TZVPD) results for a 2-piece molecular cluster, C7H16N3P overall.

The geometry in XYZ format:
```
27
Properties=species:S:1:pos:R:3:mulliken_spin:R:1
C -1.563 -2.357 -0.141 0.035
C -1.285 -1.244 0.170 0.094
C -1.684 -3.747 -0.542 0.004
C 0.468 -0.426 2.347 -0.005
C 0.166 1.988 2.201 -0.012
C 0.927 2.062 -1.784 -0.056
C 1.261 -0.380 -1.946 -0.060
N -2.096 1.614 0.094 0.362
N -0.351 0.671 1.885 0.081
N 1.182 0.820 -1.086 0.902
P -0.984 0.503 0.336 0.444
H -2.599 -4.281 -0.129 0.006
H -1.699 -3.901 -1.617 0.006
H -0.804 -4.317 -0.109 -0.001
H 0.408 -0.320 3.473 0.004
H -0.209 -1.361 2.112 0.002
H 1.558 -0.535 2.137 -0.001
H -0.221 2.459 3.156 0.003
H 1.376 1.890 2.263 0.004
H 0.054 2.707 1.464 0.003
H 1.022 1.964 -2.907 0.006
H -0.111 2.322 -1.461 0.063
H 1.586 2.873 -1.376 0.033
H 1.085 -0.188 -2.988 0.004
H 2.134 -0.945 -1.533 0.050
H 0.546 -1.188 -1.658 0.059
H -2.394 1.613 -0.801 -0.028
```

## Properties
E = -781.68410 hartree
energy above the lowest of the compared OMol25 structures with the same formula, charge and spin = 53.7 kJ/mol
HOMO level (spin up / spin down) = -6.0 / -8.6 eV
LUMO (spin up / spin down) = 0.78 / -0.83 eV
frontier orbital gap (spin up / spin down) = 6.8 / 7.7 eV
<S²> = 2.01
2S+1 = 3

# 2
DFT (ωB97M-V/def2-TZVPD) results for C27H18ClN4O3PtS2Se as an isolated structure.

The geometry in XYZ format:
```
57
Properties=species:S:1:pos:R:3:mulliken_charge:R:1
Pt -0.491 0.925 0.960 0.315
Se 4.933 3.457 5.589 0.200
N 3.341 4.094 5.095 -0.852
C 2.849 3.253 4.221 0.931
C 1.560 3.432 3.588 0.063
C 0.743 4.537 3.781 -0.602
C -0.465 4.609 3.111 -0.911
C -0.862 3.551 2.305 0.104
N -0.109 2.469 2.128 0.054
C 1.124 2.419 2.711 -0.022
C 1.951 1.315 2.361 0.294
N 1.463 0.459 1.421 -0.542
C 2.186 -0.599 1.070 -0.123
C 3.416 -0.881 1.646 -0.849
C 3.936 -0.018 2.597 -0.548
C 3.215 1.114 2.952 0.127
C 3.668 2.101 3.909 0.952
N 4.818 2.024 4.530 -0.853
H 1.069 5.333 4.439 0.509
H -1.111 5.469 3.207 0.404
H -1.812 3.565 1.791 0.374
H 1.761 -1.237 0.306 0.510
H 3.951 -1.770 1.346 0.440
H 4.891 -0.206 3.069 0.511
S -2.809 1.142 1.251 -0.555
C -3.364 1.212 -0.408 0.342
C -4.659 0.756 -0.673 -0.657
C -5.180 0.752 -1.955 -0.494
C -4.389 1.198 -3.009 -0.500
C -3.108 1.657 -2.764 -0.663
C -2.571 1.710 -1.467 0.508
S -0.998 2.418 -1.242 -0.454
H -5.249 0.384 0.157 0.347
H -6.185 0.387 -2.137 0.335
H -4.779 1.187 -4.021 0.331
H -2.483 1.996 -3.581 0.353
C -0.015 -2.231 -4.729 -1.320
C 0.493 -3.072 -3.595 0.867
C 1.656 -3.814 -3.699 -0.768
C 2.094 -4.588 -2.633 0.272
Cl 3.552 -5.532 -2.801 -0.269
C 1.392 -4.617 -1.446 -0.977
C 0.227 -3.868 -1.322 -0.590
C -0.231 -3.108 -2.392 0.889
O -1.356 -2.372 -2.373 -0.438
C -2.117 -2.373 -1.179 -0.771
C -1.424 -1.699 0.019 1.095
O -1.582 -2.186 1.129 -0.732
O -0.718 -0.676 -0.320 -0.362
H 0.673 -2.260 -5.574 0.380
H -0.150 -1.197 -4.407 0.267
H -0.993 -2.587 -5.059 0.285
H 2.232 -3.784 -4.615 0.347
H 1.746 -5.217 -0.618 0.436
H -0.309 -3.875 -0.382 0.438
H -2.416 -3.382 -0.888 0.329
H -3.004 -1.777 -1.398 0.243
```

## Properties
E = -5261.90256 hartree
HOMO level (spin up / spin down) = -3.0 / -3.4 eV
LUMO (spin up / spin down) = 0.89 / 0.96 eV
frontier orbital gap (spin up / spin down) = 3.9 / 4.3 eV
2S+1 = 1
total charge = -1

# 3
DFT (ωB97M-V/def2-TZVPD) results for an isolated ion of composition C7H14N3 and charge +1.

The geometry in XYZ format:
```
24
Properties=species:S:1:pos:R:3:mulliken_charge:R:1
C -2.410 -0.176 0.913 -0.918
N -1.600 0.402 -0.210 0.754
C -0.688 1.530 0.086 -1.014
N -2.092 0.191 -1.418 -0.972
C -1.306 -0.113 -2.377 -0.294
C 0.075 -0.532 -2.032 -0.482
C 0.523 -0.524 -0.829 0.749
N 1.362 -0.480 0.128 -0.084
C 1.315 -1.244 1.387 -1.179
C 2.623 0.344 0.312 -0.910
H -1.751 -0.058 1.873 0.249
H -3.342 0.440 0.903 0.338
H -2.675 -1.092 0.498 0.364
H -0.289 1.976 -0.762 0.374
H -1.377 2.304 0.409 0.416
H -0.021 1.363 0.908 0.374
H -1.560 -0.300 -3.402 0.434
H 0.648 -1.190 -2.782 0.330
H 2.102 -1.891 1.557 0.430
H 1.105 -0.667 2.308 0.387
H 0.508 -1.831 1.478 0.538
H 3.330 -0.453 0.155 0.433
H 2.929 1.177 -0.367 0.324
H 2.591 0.826 1.264 0.360
```

## Properties
E = -438.95881 hartree
energy above the lowest of the compared OMol25 structures with the same formula, charge and spin = 602.3 kJ/mol
HOMO level = -12.2 eV
LUMO = -3.60 eV
frontier orbital gap = 8.6 eV
2S+1 = 1
total charge = +1

# 4
DFT (ωB97M-V/def2-TZVPD) results for a 2-piece molecular cluster, C3H5NO2S overall.

The geometry in XYZ format:
```
12
Properties=species:S:1:pos:R:3:mulliken_charge:R:1
N -0.227 0.610 -1.319 -0.383
C 0.629 0.593 -0.254 0.108
C 1.443 -0.485 0.001 -0.333
C 2.240 -0.356 1.142 0.024
O 2.342 0.526 2.007 -0.587
H 0.135 -0.141 -1.895 0.054
H -0.416 1.498 -1.815 0.293
H 0.601 1.340 0.578 0.344
H 1.481 -1.511 -0.451 0.259
H 2.837 -1.295 1.123 0.231
O 0.240 -1.796 -4.245 -0.279
S 1.235 -0.775 -3.861 0.269
```

## Properties
E = -720.61429 hartree
energy above the lowest of the compared OMol25 structures with the same formula, charge and spin = 347.1 kJ/mol
HOMO level (spin up / spin down) = -9.1 / -9.0 eV
LUMO (spin up / spin down) = -2.21 / -2.24 eV
frontier orbital gap (spin up / spin down) = 6.8 / 6.8 eV
2S+1 = 1

# 5
DFT (ωB97M-V/def2-TZVPD) results for a 2-piece molecular cluster, C5H10O overall.

The geometry in XYZ format:
```
16
Properties=species:S:1:pos:R:3:mulliken_spin:R:1
C 0.390 1.411 -0.198 -0.059
C -0.120 0.436 0.791 -0.033
C 0.508 0.187 2.006 0.271
C -1.571 -1.179 -0.477 0.255
C -1.395 -0.111 0.419 0.338
H 0.693 2.385 0.458 0.050
H -0.270 1.886 -1.059 0.003
H 1.332 1.128 -0.664 0.035
H 1.356 0.737 2.277 0.039
H 0.476 -0.641 2.704 0.052
H -0.813 -1.585 -1.110 -0.045
H -2.513 -1.493 -0.761 -0.066
H -2.296 0.477 0.763 -0.009
H 2.075 -0.728 -1.828 -0.072
H 1.032 -1.888 -1.466 -0.026
O 1.116 -1.021 -1.855 0.269
```

## Properties
E = -271.59438 hartree
energy above the lowest of the compared OMol25 structures with the same formula, charge and spin = 254.5 kJ/mol
HOMO level (spin up / spin down) = 1.0 / -3.5 eV
LUMO (spin up / spin down) = 4.03 / 3.97 eV
frontier orbital gap (spin up / spin down) = 3.0 / 7.5 eV
<S²> = 0.75
2S+1 = 2
total charge = -1

# 6
DFT (ωB97M-V/def2-TZVPD) results for a 2-piece molecular cluster, C3H9NO2 overall.

The geometry in XYZ format:
```
15
Properties=species:S:1:pos:R:3:mulliken_charge:R:1
C 0.515 1.945 -0.002 -0.744
N 0.336 0.508 0.324 -0.297
C 1.308 -0.458 -0.008 0.617
C 0.776 -1.834 0.049 -0.744
O 2.503 -0.228 -0.162 -0.609
H 1.645 2.042 -0.190 0.315
H -0.017 2.369 -0.972 0.218
H 0.039 2.593 0.781 0.240
H -0.689 0.225 -0.228 0.322
H -0.355 -1.894 0.260 0.218
H 1.509 -2.391 0.831 0.225
H 1.024 -2.274 -0.892 0.263
O -2.483 -0.512 -0.140 -0.749
H -2.724 -0.247 0.906 0.369
H -3.385 0.154 -0.556 0.355
```

## Properties
E = -324.85740 hartree
energy above the lowest of the compared OMol25 structures with the same formula, charge and spin = 302.5 kJ/mol
HOMO level = -9.4 eV
LUMO = -0.11 eV
frontier orbital gap = 9.2 eV
2S+1 = 1

# 7
DFT (ωB97M-V/def2-TZVPD) results for an isolated molecule of C10H13NO.

The geometry in XYZ format:
```
25
Properties=species:S:1:pos:R:3:mulliken_charge:R:1
C -1.151 0.258 2.791 -1.236
C -0.763 0.926 1.562 -0.070
N -1.961 1.590 1.032 -0.430
C -1.567 2.075 -0.350 -0.662
C -1.440 0.804 -1.353 -0.838
C -0.302 0.048 -0.802 0.784
C 0.528 -0.677 -1.659 -0.615
C 1.661 -1.370 -1.172 0.636
O 2.336 -2.073 -2.191 -0.586
C 2.021 -1.242 0.178 -0.822
C 1.108 -0.625 1.045 -0.867
C -0.055 0.022 0.558 0.536
H -1.724 1.099 3.394 0.339
H -0.225 -0.080 3.286 0.360
H -1.938 -0.499 2.643 0.332
H 0.061 1.684 1.648 0.266
H -2.816 0.962 1.008 0.310
H -0.495 2.617 -0.277 0.297
H -2.367 2.743 -0.767 0.325
H -2.395 0.225 -1.235 0.249
H -1.112 1.068 -2.311 0.460
H 0.424 -0.717 -2.763 0.328
H 3.133 -2.673 -1.813 0.330
H 2.936 -1.692 0.662 0.220
H 1.316 -0.604 2.054 0.353
```

## Properties
E = -518.78668 hartree
energy above the lowest of the compared OMol25 structures with the same formula, charge and spin = 147.6 kJ/mol
HOMO level = -8.3 eV
LUMO = 0.78 eV
frontier orbital gap = 9.1 eV
2S+1 = 1

# 8
DFT (ωB97M-V/def2-TZVPD) results for C37H40N6O7STeTl as an isolated structure.

The geometry in XYZ format:
```
93
Properties=species:S:1:pos:R:3:mulliken_charge:R:1
Tl 1.231 0.926 1.868 0.930
C -1.629 -0.225 7.100 -0.625
C -0.388 -0.041 7.705 -0.575
C 0.776 -0.201 6.975 -0.313
C 0.691 -0.553 5.629 -0.286
C -0.543 -0.723 5.019 0.509
C -1.706 -0.563 5.759 -0.472
N 1.821 -0.743 4.773 0.402
N 2.917 -0.714 5.337 -0.633
C 4.027 -0.881 4.438 0.090
C 5.266 -1.055 5.037 -0.317
C 6.365 -1.238 4.213 -0.348
C 6.177 -1.230 2.842 -0.764
C 4.892 -1.039 2.346 -0.191
N 3.834 -0.866 3.129 0.049
H -2.535 -0.089 7.677 0.388
H -0.334 0.236 8.750 0.350
H 1.747 -0.057 7.426 0.425
H -0.575 -0.963 3.963 0.406
H -2.668 -0.686 5.281 0.335
H 5.342 -1.047 6.115 0.417
H 7.351 -1.382 4.636 0.378
H 7.005 -1.369 2.159 0.406
H 4.690 -1.037 1.281 0.370
C -3.492 4.477 1.571 -1.766
C -2.233 4.069 0.857 0.847
C -0.987 4.287 1.435 -0.408
C 0.175 3.895 0.790 -0.817
C 0.096 3.269 -0.446 -0.494
C -1.134 3.059 -1.048 -0.372
C -2.289 3.463 -0.395 -0.357
S 1.575 2.697 -1.239 1.511
O 2.672 3.503 -0.721 -0.851
O 1.361 2.810 -2.673 -0.738
N 1.621 1.201 -0.729 -0.059
C 2.833 0.534 -1.194 -0.745
C 2.643 -0.965 -1.094 0.572
O 1.931 -1.589 -2.051 -0.705
O 3.169 -1.624 -0.231 -0.568
H -3.339 4.481 2.650 0.359
H -4.312 3.793 1.345 0.344
H -3.810 5.479 1.273 0.401
H -0.927 4.741 2.417 0.345
H 1.148 4.074 1.230 0.604
H -1.169 2.586 -2.021 0.515
H -3.253 3.291 -0.861 0.358
H 3.713 0.785 -0.590 0.400
H 3.062 0.779 -2.236 0.095
C 1.288 -1.122 -9.231 -1.499
C 1.100 -1.075 -7.739 0.776
C 2.160 -0.815 -6.884 -0.998
C 2.011 -0.764 -5.501 1.157
C 3.209 -0.374 -4.683 -1.393
C 0.752 -1.014 -4.939 0.244
Te 0.249 -0.897 -2.872 0.875
C -0.338 -1.259 -5.791 0.509
C -1.756 -1.488 -5.314 -1.132
C -0.144 -1.283 -7.168 -0.934
H 2.306 -0.844 -9.507 0.338
H 0.604 -0.437 -9.737 0.340
H 1.097 -2.123 -9.623 0.320
H 3.145 -0.630 -7.302 0.266
H 4.124 -0.511 -5.260 0.417
H 3.288 -0.953 -3.768 0.208
H 3.137 0.683 -4.410 0.243
H -1.888 -1.425 -4.235 -0.447
H -2.096 -2.483 -5.607 0.384
H -2.429 -0.759 -5.768 0.384
H -1.002 -1.473 -7.808 0.390
C -2.774 -3.002 2.458 -1.049
C -3.189 -2.815 1.006 -1.559
C -3.046 -1.368 0.496 2.813
C -3.477 -1.322 -0.981 -1.711
C -3.357 0.061 -1.604 -0.724
C -3.977 -0.491 1.307 -0.212
O -5.187 -0.633 1.302 -0.727
N -3.379 0.463 2.076 0.458
C -1.996 0.705 2.189 -0.265
O -1.643 1.568 2.984 -0.671
N -1.134 -0.013 1.441 0.510
C -1.562 -0.971 0.589 -0.628
O -0.793 -1.591 -0.135 -0.672
H -2.877 -4.046 2.759 0.545
H -3.396 -2.405 3.129 0.198
H -1.731 -2.717 2.611 0.153
H -4.233 -3.107 0.870 0.486
H -2.572 -3.437 0.356 0.433
H -4.508 -1.675 -1.036 0.494
H -2.841 -2.031 -1.513 0.437
H -3.990 0.786 -1.088 0.373
H -3.662 0.046 -2.652 0.447
H -2.329 0.429 -1.558 -0.296
H -3.972 1.053 2.640 0.320
```

## Properties
E = -3127.97912 hartree
energy above the lowest of the compared OMol25 structures with the same formula, charge and spin = 0.0 kJ/mol
HOMO level = -4.7 eV
LUMO = 1.48 eV
frontier orbital gap = 6.2 eV
2S+1 = 1
total charge = -1